The following is a quantum chemistry calculation of a cluster of 14 separate species, C72H172O2 in total, from the Open Molecules 2025 dataset.

Geometry as XYZ:
```
246
Properties=species:S:1:pos:R:3:lowdin_charge:R:1
C 9.5085 13.0813 27.7147 -0.099
H 2.3237 9.0868 22.5054 0.066
C 3.9694 10.4443 28.3213 -0.104
H 8.4760 8.0037 19.6911 0.052
H 5.2414 14.3983 25.4763 0.044
H 13.7851 15.9480 18.7742 0.068
H 5.7768 20.6045 22.8623 0.043
C 1.4614 9.7261 25.2669 -0.207
H 13.1386 19.0106 25.3850 0.118
H 4.8533 19.8475 26.6351 0.105
H 10.5728 19.7658 19.3807 0.102
C 11.5528 12.0446 19.9821 -0.232
C 0.3000 13.8158 25.3923 -0.100
C 11.0424 19.1486 25.1281 -0.245
H 11.7269 12.9636 27.7421 0.108
H 6.7441 21.4165 26.5044 0.087
H 0.9068 8.9231 27.8946 0.102
H 7.7813 16.4726 27.5400 0.054
H 13.2137 13.6201 18.5219 0.117
H 7.4913 8.3364 23.2279 0.042
H 3.0035 6.8282 23.2873 0.094
H 2.6297 12.9870 20.3100 0.080
C 7.8934 14.6747 22.1152 -0.096
H 8.2374 9.5558 26.6143 0.024
H 7.1580 16.5632 29.2323 0.084
C 5.1146 13.2515 17.5622 -0.095
H 10.2686 17.3058 19.9472 0.059
H 4.1362 13.4142 21.2598 0.069
C 12.7979 14.1160 19.4017 -0.296
H 6.9862 14.2953 24.6531 0.091
H 2.3354 16.5523 24.4594 0.050
C 12.6341 21.0886 25.2991 -0.281
H 1.0008 11.0105 23.5294 0.104
H 5.5304 23.3554 26.9555 0.066
C 4.7483 11.4716 30.4521 -0.223
C 6.7679 8.4810 18.6369 -0.258
C 6.4938 21.0634 23.5278 -0.097
H 4.8709 19.8322 28.4398 0.119
C 4.6219 11.6103 31.9838 -0.244
H 3.6115 13.6187 25.7320 0.070
C 6.6335 12.1378 24.8751 -0.214
C 5.9130 17.0138 19.5716 -0.097
H 6.6650 8.7131 24.6441 0.070
C 0.0815 9.5290 27.4790 -0.274
C 10.6428 17.7293 25.5692 -0.251
H 10.8878 12.8784 29.3323 0.114
H 4.7498 10.6130 32.4176 0.111
H 3.2053 9.9338 27.7484 0.042
H 4.2412 11.3734 27.8358 0.060
H 7.6472 15.6154 22.6397 0.068
C 4.0857 17.9220 22.9310 -0.214
C 5.1584 12.2607 24.9383 -0.260
H 11.2516 15.3628 27.5148 0.091
C 5.0773 22.4009 27.2121 -0.135
H 1.7259 15.2806 20.7334 0.121
H -0.9246 9.6948 29.3627 0.075
H 5.1573 17.4371 28.3951 0.100
H 11.6966 12.5938 23.6817 0.017
C 5.4715 6.4296 24.3943 -0.217
H 6.7381 21.4499 28.2920 0.111
H 7.5377 19.9415 21.2915 0.106
H 7.1158 12.5589 18.0050 0.105
C 1.3737 13.9053 22.3324 -0.228
C 12.8660 16.5499 29.1318 -0.270
H 2.2985 6.6813 21.0289 0.069
C 7.4979 7.5734 19.5877 -0.119
H 8.8945 14.3570 22.2429 0.036
H 12.3211 16.2146 19.7938 0.053
H 5.2331 16.0552 21.2866 0.084
H 5.2476 13.1105 16.4656 0.079
H 12.6901 21.2065 24.2191 0.096
H 12.1521 15.6806 18.1471 0.078
H 3.5703 5.2294 22.7824 0.103
H 6.9359 11.2798 24.2682 0.107
H 4.6098 15.9281 23.4820 0.085
C 3.6779 6.2826 22.6422 -0.280
H 5.3477 11.5514 34.4942 0.067
H 12.2362 19.6980 26.8008 0.111
H 9.4430 21.5119 20.6700 0.115
H 4.9158 10.5153 18.3040 0.108
H 6.0416 13.1906 34.7676 0.058
H 0.0337 11.1393 28.8326 0.061
H 12.5213 14.6277 30.0757 0.123
H 9.4545 17.7650 21.4376 0.053
H -0.8611 13.0867 23.7371 0.111
H 7.6644 22.3527 22.2176 0.098
H 7.5776 6.4892 19.3691 0.085
H 0.8647 8.9002 24.8517 0.116
H 6.2253 10.6568 17.1945 0.105
H 13.3793 13.9710 20.2978 0.108
H 4.0915 13.0065 17.8109 0.051
H 7.0301 12.0273 25.8884 0.099
C 0.6725 10.4650 26.3789 -0.236
H 5.6887 5.9760 22.3653 0.116
C 10.3195 10.0434 21.1374 -0.101
H 3.6969 7.6588 21.0295 0.052
H -0.5143 14.9847 22.1722 0.115
H 6.0480 18.2082 22.1102 0.094
C 8.3260 20.2522 21.9972 -0.243
H 9.8231 12.1539 21.2878 0.097
H 5.2489 17.2274 24.5406 0.103
H 14.4596 17.8118 29.9225 0.060
C 12.5178 15.0908 29.0729 -0.273
C 7.4600 8.0508 24.2600 -0.113
H 7.0405 7.5135 20.5606 0.044
H 8.8438 19.3361 19.5890 0.103
C 9.6218 17.0974 24.5777 -0.091
H 7.1578 6.3792 25.6776 0.101
H 9.3028 9.7004 21.3049 0.049
H 1.1171 14.5274 25.7197 0.080
C 6.9910 6.6248 24.6104 -0.246
H 13.2991 14.4577 28.5743 0.131
H 10.7759 13.7495 18.8679 0.112
H 4.6854 11.3577 25.3237 0.095
C 5.9382 10.8368 18.2083 -0.248
H 3.4287 9.7376 30.2653 0.114
H 2.7205 11.2764 29.8229 0.099
C 14.2003 16.7538 29.8662 -0.119
H 10.1125 19.6978 25.2898 0.111
C 7.3360 13.3426 24.2430 -0.204
H 7.2540 18.9275 26.8002 0.112
C 3.3640 6.6410 21.2062 -0.113
H 3.9562 6.0240 20.5175 0.081
O 7.5958 9.7762 27.3046 -0.067
C -0.6406 10.3448 28.5241 -0.122
H 4.8182 12.4650 30.0180 0.107
H 4.4813 22.5309 28.1205 0.072
C 2.8214 9.8789 23.0974 -0.097
C 9.8231 19.4235 20.1050 -0.245
H 10.8621 9.3707 20.4536 0.083
H 3.5871 11.8500 32.2285 0.109
H 11.0729 18.1300 21.3524 0.065
C 6.7117 9.9233 19.1331 -0.229
H 1.9401 13.4983 23.1852 0.101
H 6.0511 21.9585 23.9579 0.067
H 6.5846 12.2388 32.4042 0.109
C 12.3091 19.6351 25.7204 -0.223
H 3.6249 9.3299 23.6439 0.067
H 4.7756 12.3123 23.9368 0.082
C 1.8758 10.6344 24.0883 -0.251
H 0.6543 15.6586 23.2369 0.098
H 7.3565 8.4683 17.7150 0.112
H 10.4258 20.5648 21.8327 0.098
C 3.6314 10.6905 29.7640 -0.264
H 14.1028 16.5079 30.9295 0.070
H 1.2592 11.2772 26.8714 0.109
H 8.4170 13.2969 24.3670 0.086
H 5.7444 8.0971 18.4944 0.114
H 12.0522 17.0602 29.6470 0.110
C 5.0986 6.6541 22.9603 -0.268
O 11.0940 12.9755 24.3041 -0.038
H -1.5234 10.8438 28.1238 0.073
H 5.2094 5.3933 24.5926 0.114
C 11.6953 22.1790 25.7829 -0.109
C 10.2124 18.0847 20.7003 -0.121
H 11.7520 22.1107 26.8729 0.076
C 11.2103 14.8215 28.4334 -0.269
H 5.6624 17.0799 26.7398 0.089
H -0.1559 10.9842 25.9105 0.094
H 8.5938 21.7831 23.5085 0.095
H 5.7464 16.2442 18.7921 0.054
H 10.9867 14.0198 20.4994 0.117
C -0.4908 14.0759 24.0872 -0.246
H 7.6767 10.4179 19.2639 0.090
H 15.0389 16.2155 29.4119 0.074
C 2.3455 14.6974 21.4395 -0.263
H 3.6950 14.1834 19.7584 0.045
H 6.0089 13.6574 22.5203 0.080
H 8.6557 13.3850 28.3369 0.074
H 4.9681 13.3452 26.8176 0.063
H 13.6571 21.2982 25.6499 0.106
H 6.0762 12.5872 19.4480 0.091
H 2.8541 15.4701 22.0481 0.080
H 10.6598 22.0502 25.4321 0.063
H 3.0774 17.7399 22.4952 0.117
H 10.0713 17.0525 23.6157 0.044
H 6.9462 16.9389 19.9504 0.064
H 11.1041 13.9164 24.1195 0.028
H 5.7108 11.0709 30.1911 0.103
C 6.5750 18.8177 27.6673 -0.211
H 2.3557 9.2584 25.6824 0.092
H 8.7361 17.7257 24.5255 0.057
H 4.3195 22.3052 26.4376 0.068
H 5.8042 17.9074 18.9647 0.067
H 6.4786 15.3862 28.1117 0.065
C 6.1049 12.3381 18.3812 -0.240
H 9.5480 11.4686 19.6989 0.101
H 3.2993 10.5720 22.4199 0.054
C 4.9202 16.9307 20.7267 -0.258
H -0.4083 13.7453 26.2232 0.070
H 11.8468 11.5014 19.0500 0.129
H 7.0615 19.0110 28.5976 0.104
H 4.3116 12.9718 34.4154 0.079
H 4.7804 9.7130 28.2506 0.074
H 2.4643 11.4945 24.4210 0.070
H 7.5426 14.8759 21.0792 0.068
C 12.7969 15.5880 19.0298 -0.103
C 11.4817 13.5158 19.6374 -0.268
H 12.3745 11.8690 20.6692 0.106
C 5.4870 19.9370 27.5282 -0.210
H 4.9799 7.1264 25.0704 0.110
C 4.7204 13.4874 25.7620 -0.078
C 5.5703 12.5954 32.6573 -0.273
H 10.3758 15.2362 29.0040 0.120
H 12.1111 23.0957 25.3912 0.066
H 7.4467 8.9693 27.8142 0.038
H 4.8385 19.0763 21.2450 0.115
H 0.9444 13.0151 21.8045 0.126
H 3.8994 16.9237 20.3961 0.100
H 8.5103 19.4112 22.6840 0.096
H -0.6063 8.8004 26.9837 0.115
H 6.2494 9.9581 20.1266 0.116
H 10.8110 10.0126 22.0953 0.059
H 10.2721 17.7336 26.5914 0.096
C 5.0252 18.0948 21.7247 -0.223
C 7.0944 13.4944 22.7172 -0.250
C 4.3849 16.8506 23.9729 -0.279
C 9.5578 20.5393 21.1756 -0.219
H 11.1477 19.1440 24.0367 0.106
C 5.3403 12.6057 34.1870 -0.118
H 9.3809 13.5458 26.7450 0.048
C 10.2738 11.4513 20.5545 -0.271
C 0.2433 14.6974 22.9100 -0.251
C 6.9270 16.3768 28.1720 -0.108
H 3.3330 15.9203 25.6652 0.057
H 7.6328 5.8875 24.1284 0.100
H 0.7599 12.8330 25.2904 0.012
H 11.5362 17.0940 25.6763 0.095
C 3.2714 13.7996 20.6830 -0.114
C 10.8897 13.3488 28.3386 -0.248
C 5.9743 17.4488 27.7206 -0.293
H 7.3013 12.5631 22.1442 0.105
H 5.2721 7.6855 22.6259 0.103
H 4.1123 18.9175 23.3912 0.103
C 7.8121 21.4637 22.8137 -0.227
H 8.4751 8.2760 24.5835 0.068
H 5.4359 13.6140 32.2356 0.111
H 3.0228 17.6713 25.4056 0.084
H -1.3525 14.7077 24.3103 0.099
H 12.9351 17.0222 28.1264 0.107
H 5.2950 14.3119 17.7604 0.040
C 3.2895 16.7281 24.9345 -0.128
C 6.1215 21.3300 27.3978 -0.279
H 9.2165 16.1782 24.9867 0.055
H 6.6522 20.2934 24.2859 0.061
H 9.3642 12.0266 27.5235 0.049
```

Properties
Multiplicity: 1
E_tot: -2996.8865 a.u.